Entry 1:
Entry from OMol25: one molecule with the formula C4H5NO (ωB97M-V with the def2-TZVPD basis set).

Computed properties:
Frontier orbital gap in hartree: 0.38829
ΔE to the lowest compared entry with this formula, charge and spin in kcal/mol: 40.25
LUMO in eV: 0.829
SMILES string: C#CCC(N)=O
HOMO level in eV: -9.74

XYZ file:
```
11
Properties=species:S:1:pos:R:3:forces:R:3
C 2.3055 0.3598 -0.3950 -0.239 -0.199 0.160
C 1.3653 -0.3445 -0.1420 0.459 0.443 0.003
C 0.1337 -1.0802 0.0845 -0.017 0.190 0.061
C -1.1327 -0.2002 0.1788 -0.407 -0.332 -0.625
N -1.1422 1.1834 0.2233 0.054 -0.288 -0.243
O -2.1643 -0.7979 -0.0496 -0.206 0.205 0.114
H 3.1304 0.9984 -0.6071 -0.001 -0.101 0.005
H 0.1870 -1.7868 0.9230 0.005 0.393 -0.012
H -0.0814 -1.7139 -0.7915 0.066 0.265 0.277
H -1.9577 1.5530 -0.2424 -0.133 0.015 0.489
H -0.6438 1.8289 0.8181 0.418 -0.591 -0.232
```
Forces are in eV/Å.

Mulliken population analysis, charges in e, atoms 1 to 5: C 0.129; C -0.391; C -0.572; C 0.376; N -0.369

=====

Entry 2:
Entry from OMol25: a 3-piece molecular cluster, C4H5NO overall (ωB97M-V with the def2-TZVPD basis set).

Computed properties:
Frontier orbital gap (alpha / beta) in hartree: 0.27608 / 0.27572
ΔE to the lowest compared entry with this formula, charge and spin in kcal/mol: 160.97
LUMO (alpha / beta) in eV: -1.466 / -1.470
HOMO level (alpha / beta) in eV: -8.98 / -8.97

XYZ file:
```
11
Properties=species:S:1:pos:R:3:forces:R:3
C -1.3259 0.0265 0.3087 0.028 -0.024 0.074
C 0.0453 0.1703 0.0786 -0.039 -0.146 -0.065
C 0.8789 -0.9054 -0.2904 0.052 0.189 -0.007
O 2.1145 -0.4720 -0.3492 -0.075 -0.241 -0.003
N 2.1749 0.9304 -0.1357 -0.354 0.221 0.069
C 0.9347 1.2889 0.0264 0.173 0.041 0.014
H -1.7079 -0.6175 1.0930 0.092 0.053 -0.154
H -2.0284 0.7858 -0.0376 0.103 -0.087 0.017
H -1.3088 -1.6472 -0.4437 -0.008 0.065 0.026
H -0.4952 -1.8938 -0.4648 -0.019 0.076 0.063
H 0.7179 2.3340 0.2148 0.047 -0.146 -0.035
```
Forces are in eV/Å.

Mulliken population analysis, charges in e, atoms 1 to 5: C -0.878; C 0.656; C -0.062; O -0.133; N -0.380